# 1
Computed, not measured: a structure of composition C22H9Br4F5IrN4O5S at a distorted geometry, with wB97M-V/def2-TZVPD.

Properties
Charge: -1
HOMO (spin up / spin down) (eV): -5.14 / -5.02
Lowest unoccupied orbital energy (spin up / spin down) (eV): 1.57 / 1.78
Kohn-Sham gap (spin up / spin down) (eV): 6.7 / 6.8

Geometry (Å):
C (-0.35216, 0.13378, 4.26982)
C (0.96298, -0.44981, -4.44995)
C (1.76041, 0.69484, -2.05215)
C (-3.06142, -3.59292, -0.63091)
C (0.84654, -1.64303, 5.41843)
N (-1.63329, -2.23049, 0.63883)
C (0.26775, 2.37020, 0.14590)
F (-2.62033, 1.55206, -1.83796)
C (1.54010, 1.49695, -3.15442)
F (0.35816, 5.17687, -2.16588)
C (-1.15253, 3.35764, -1.98981)
C (-0.69239, -2.39526, -0.32278)
C (-2.04160, -3.67829, -1.57305)
O (-1.30379, 0.52425, 0.23523)
C (1.17997, -1.25389, -3.34494)
C (0.66911, 3.53844, -0.48153)
C (0.17681, 0.35597, 6.61607)
C (1.13170, 0.93298, -4.36453)
F (1.76300, 4.17880, -0.04736)
Br (0.13060, 1.35837, 8.21479)
S (1.81376, -1.67006, -0.71480)
Ir (-0.45279, -0.62366, 1.62949)
N (-0.86256, -3.08402, -1.45238)
C (-0.39333, 0.86720, 5.46533)
H (-2.19107, -4.24416, -2.48764)
C (-0.03549, 4.04615, -1.55298)
O (2.71724, -0.96788, 0.14771)
C (1.57016, -0.67905, -2.14320)
C (-2.80892, -2.80965, 0.47989)
F (1.03769, 1.92594, 1.15411)
H (0.64964, -0.89132, -5.38947)
Br (1.56796, -1.61764, 8.16373)
O (0.32384, -1.73277, 3.08281)
Br (1.64430, -3.34055, 5.28017)
H (1.03919, -2.32455, -3.39393)
H (1.68237, 2.56944, -3.08150)
C (0.79735, -0.91468, 6.59143)
O (-0.88618, 0.54894, 3.13912)
H (0.90704, 1.30712, -6.36353)
H (-4.00784, -4.09317, -0.76572)
C (-1.54263, 2.19438, -1.36412)
C (0.29396, -1.11913, 4.23507)
N (0.37780, -1.67033, 0.05475)
H (1.25265, 2.67007, -5.43648)
F (-1.84758, 3.82283, -3.03925)
H (2.10334, 1.12046, -1.11882)
N (0.85812, 1.74553, -5.46037)
C (-0.85291, 1.64208, -0.27006)
Br (-1.24685, 2.54219, 5.38571)
H (-3.54587, -2.64438, 1.25645)
O (2.10798, -3.00282, -1.15536)

Atoms 1-6, force components in eV/Å:
0.4 -0.2 1.2
0.0 -0.1 0.0
0.1 -0.1 0.0
0.1 0.0 0.0
-0.2 0.1 -0.6
0.8 1.0 0.4


# 2
Computed, not measured: an isolated molecule of C9H10O3 at a distorted geometry, with wB97M-V/def2-TZVPD.

Properties
HOMO (eV): -8.93
Lowest unoccupied orbital energy (eV): 0.27
Kohn-Sham gap (eV): 9.2

Geometry (Å):
O (2.02065, 1.74740, -0.16788)
H (2.96440, 1.72077, -0.05252)
C (1.95620, -1.93769, -0.12581)
H (-1.17462, 3.49046, -0.49408)
O (-1.98825, 1.03762, -0.74396)
H (-2.25993, -2.06257, 1.25717)
H (-0.95709, 2.93270, 1.18185)
C (-0.55634, 2.78535, 0.09214)
H (0.22622, -3.13217, -0.62283)
C (-2.56398, -1.34116, 0.48269)
C (0.11708, 0.27028, -0.20090)
C (-0.88469, 1.33387, -0.33436)
C (2.44779, -0.65340, -0.03564)
C (0.60344, -2.18131, -0.25948)
C (-0.27943, -1.08182, -0.28450)
H (0.46732, 3.10606, 0.13511)
C (1.56987, 0.43627, -0.10195)
H (-3.57993, -1.49175, 0.04179)
H (2.69325, -2.78812, -0.24854)
O (-1.62287, -1.33344, -0.55325)
H (-2.71424, -0.38234, 0.98255)
H (3.51517, -0.47501, 0.05242)

Atoms 1-6, force components in eV/Å:
-0.3 -1.3 0.2
0.7 0.1 0.0
0.8 -1.5 -0.6
0.3 -0.5 0.1
0.2 1.4 0.1
-0.5 -0.1 -0.3


# 3
Computed, not measured: a cluster of 2 separate species, C4H10N in total at a distorted geometry, with wB97M-V/def2-TZVPD.

Properties
Charge: +1
HOMO (eV): -12.11
Lowest unoccupied orbital energy (eV): -6.02
Kohn-Sham gap (eV): 6.1

Geometry (Å):
H (0.71905, -0.91335, -1.17865)
H (4.28424, -1.41429, 0.48435)
H (-2.77610, 0.11973, 0.68951)
H (-3.99983, 2.63132, -0.47022)
H (-2.58234, 2.73515, 0.78787)
C (1.01779, -0.64352, -0.17484)
H (2.87018, -2.56288, 0.76069)
H (2.93962, -0.18695, -0.89234)
H (0.70038, -1.14982, 0.73706)
H (0.79810, 0.42464, -0.01733)
N (2.53160, -0.68685, -0.09631)
C (-3.18943, 2.16038, 0.08537)
C (-3.11239, 0.83904, -0.06350)
C (3.25611, -1.66777, 0.29610)
H (-3.45697, 0.31518, -0.94776)

Atoms 1-6, force components in eV/Å:
-0.4 -0.6 0.2
0.8 -0.5 -1.0
0.9 0.6 -0.2
0.9 0.6 -0.5
-0.7 -0.3 0.3
1.6 1.2 1.3


# 4
Computed, not measured: a structure of composition C15H17CdN3O6S5, with wB97M-V/def2-TZVPD.

Properties
Charge: -2
HOMO (eV): -1.07
Lowest unoccupied orbital energy (eV): 4.27
Kohn-Sham gap (eV): 5.3

Geometry (Å):
O (2.29441, 1.17068, 0.02789)
H (2.95931, -3.66624, 1.42971)
O (4.29190, 1.32616, -0.96693)
N (-1.86783, -1.29843, 2.85901)
H (1.00824, 4.78381, 2.39358)
C (-2.42964, -0.94007, 1.66270)
S (-2.40264, 3.74300, -3.10080)
Cd (0.26602, 0.33901, -0.59476)
H (-4.37002, -1.60153, 3.44133)
H (6.81823, -1.80026, 1.58872)
C (3.44766, 0.72407, -0.29744)
C (1.07396, 3.91231, 1.73403)
S (1.31157, -1.87133, 0.19993)
C (3.01761, -1.69404, 0.61006)
O (-3.75489, -0.60756, 1.71532)
H (3.59080, 2.98000, 1.00416)
C (-1.58140, 2.32735, -2.43954)
C (4.93732, -2.86248, 1.59172)
H (-0.22566, -2.18679, 2.21262)
H (5.83836, 0.17754, 0.43394)
C (-2.56992, 3.18558, -4.75601)
H (-5.49428, -0.43918, 2.70631)
H (3.91313, 2.26955, 2.59596)
O (-3.12282, 3.81893, -5.64035)
H (1.46353, 4.21929, 0.76247)
C (1.45363, 1.66730, 2.54679)
O (-1.87705, -0.95507, 0.59717)
C (3.60378, -2.81746, 1.23175)
S (-0.54878, -0.21020, -3.00493)
N (-0.47179, -1.52092, 2.94084)
H (2.23325, 0.93525, 2.79744)
H (-0.01397, -0.65325, 2.65234)
H (5.33513, -3.74926, 2.07533)
C (5.22053, -0.67438, 0.69018)
C (3.86880, -0.59798, 0.34033)
C (-1.33417, 1.31963, -3.30254)
H (-2.24521, -0.90270, 3.69905)
C (3.36410, 3.05338, 2.07148)
S (-1.19875, 2.43288, -0.73536)
C (-4.45202, -0.63175, 2.94713)
H (-4.10507, 0.15585, 3.62307)
S (-1.87479, 1.58802, -4.96288)
N (1.94245, 2.89686, 2.30182)
C (5.76690, -1.77640, 1.32379)
H (0.08377, 3.49728, 1.57947)
O (0.26939, 1.35706, 2.48847)
H (3.69343, 4.02400, 2.45177)

Atoms 1-6, force components in eV/Å:
0.2 0.0 -0.3
0.0 0.0 0.0
0.0 0.0 0.0
0.1 -0.1 -0.1
0.0 0.0 0.0
-0.1 0.2 0.1